[1]
DFT (ωB97M-V/def2-TZVPD) results for C4H10N2O as an isolated structure at a distorted geometry.

The geometry in XYZ format:
```
17
Properties=species:S:1:pos:R:3:forces:R:3
C 0.13289 0.06262 0.74476 0.174 -0.407 -0.019
C -1.31175 -0.45636 0.69568 0.097 0.192 -0.099
C -2.27721 0.53095 0.04828 0.079 -0.089 0.031
N 0.73131 0.26674 -0.56527 1.952 -0.345 -0.494
C 2.55740 0.74626 -0.45285 -5.123 -1.041 -0.681
O 0.83351 -0.96086 -1.26592 -0.463 -0.180 0.015
N 3.27061 0.00700 -1.09699 0.860 0.272 0.005
H 0.93817 -1.69353 -0.63206 -0.005 0.175 0.107
H 2.72426 -0.77969 -1.53903 0.131 0.506 0.583
H 0.74217 -0.63250 1.35337 -0.052 0.008 0.031
H 0.14861 1.03774 1.24139 0.055 0.006 0.028
H 2.03261 1.60444 -0.05913 2.255 0.806 0.503
H -1.33503 -1.40288 0.14755 0.027 0.038 0.058
H -1.62585 -0.67511 1.72046 0.029 -0.002 -0.030
H -2.31173 1.46548 0.61148 0.003 0.024 -0.009
H -1.96307 0.75896 -0.96937 -0.013 0.018 -0.009
H -3.28689 0.12075 0.01763 -0.004 0.020 -0.021
```
Positions in Å, forces in eV/Å.

Properties
Multiplicity: 1
ΔE to the lowest compared entry with this formula, charge and spin (eV): 5.535
HOMO energy (eV): -8.310
LUMO (eV): 0.9

---

[2]
DFT (ωB97M-V/def2-TZVPD) results for C19H24AsBrCrN4O2PS5 as an isolated structure.

The geometry in XYZ format:
```
58
Properties=species:S:1:pos:R:3:forces:R:3
Cr -1.52345 -0.34729 -0.47069 0.291 0.150 -0.045
C -5.71112 3.23787 -1.32382 -0.029 -0.029 0.022
C -5.27143 1.89399 -0.82672 0.169 0.083 -0.024
C -6.15026 0.87058 -0.52000 -0.120 -0.057 0.021
C -5.68796 -0.38788 -0.13864 0.068 0.096 -0.026
C -4.32657 -0.53669 -0.09238 -0.113 -0.015 -0.052
Br -3.48388 -2.20374 0.27688 -0.104 -0.081 0.065
N -3.46008 0.42675 -0.35466 0.096 -0.040 0.032
C -3.90743 1.62611 -0.71709 -0.118 -0.052 0.041
H -6.79494 3.33746 -1.29408 0.000 0.000 -0.012
H -5.36678 3.36932 -2.35133 -0.006 0.005 -0.007
H -5.27225 4.03910 -0.72936 0.002 0.000 0.008
H -7.21745 1.04249 -0.59315 0.003 -0.007 -0.002
H -6.35182 -1.20749 0.08885 -0.015 0.001 -0.008
H -3.15068 2.36298 -0.94942 -0.010 0.010 -0.006
S -2.75829 2.28819 -3.82858 0.072 -0.036 -0.005
As -1.14850 1.06419 -3.30010 -0.095 0.008 -0.034
S -0.51283 1.57553 -1.17253 -0.076 -0.050 -0.051
S -1.87855 -0.97736 -2.68175 0.049 0.012 0.052
S 0.52161 0.83371 -4.54897 -0.036 0.015 0.062
C 3.76522 -1.55522 -0.39508 -0.025 -0.049 0.053
N 2.87447 -2.58509 0.32691 -0.055 0.006 0.016
C 2.71540 -3.79401 -0.60545 0.025 0.059 0.068
N 2.20148 -3.40923 -1.86863 -0.018 0.045 0.005
C 3.06617 -2.40074 -2.49190 -0.015 -0.012 -0.020
N 3.22214 -1.21745 -1.65434 -0.023 0.032 0.005
C 1.98176 -0.43187 -1.55491 0.051 0.010 0.007
P 0.62169 -1.41416 -0.80581 -0.105 -0.015 -0.021
C 1.53954 -1.98942 0.69513 0.158 -0.073 0.004
C 0.80202 -2.95474 -1.80530 0.056 -0.003 -0.038
H 4.73900 -2.03741 -0.49806 0.005 0.024 -0.011
H 3.83231 -0.69077 0.26465 0.015 0.017 -0.022
H 3.34822 -2.88523 1.17882 0.014 0.002 0.000
H 2.05363 -4.49474 -0.09682 -0.003 -0.012 -0.023
H 3.71537 -4.21966 -0.70335 -0.014 -0.021 -0.027
H 2.62929 -2.10169 -3.44287 0.012 0.005 -0.006
H 4.04874 -2.84419 -2.66682 -0.003 -0.006 -0.001
H 1.66168 -0.08493 -2.54630 0.022 -0.017 0.003
H 2.14235 0.45814 -0.94533 0.009 0.000 -0.004
H 0.96612 -2.73703 1.24364 -0.019 -0.007 -0.024
H 1.71542 -1.14653 1.36537 0.009 -0.026 -0.050
H 0.43991 -2.73121 -2.80901 0.009 -0.009 0.000
H 0.17267 -3.74984 -1.39869 -0.004 0.006 0.002
O 3.34719 4.38363 3.87904 0.055 -0.105 -0.002
C 3.48520 3.03754 3.85574 0.044 0.069 -0.083
O 4.51744 2.53622 4.20586 -0.012 -0.029 0.054
C 2.31186 2.25167 3.37306 0.026 0.028 0.039
C 1.36631 2.75825 2.48649 0.005 0.029 0.000
C 0.31671 1.97379 2.03708 -0.035 -0.018 -0.014
C 0.18827 0.65053 2.46064 0.014 -0.174 -0.084
S -1.09344 -0.44124 1.92118 -0.095 0.221 0.108
C 1.13238 0.15793 3.37212 0.057 -0.020 0.091
C 2.18254 0.93953 3.81640 -0.032 -0.033 -0.063
H 2.44112 4.62126 3.65604 -0.077 0.060 0.001
H 1.45730 3.76633 2.09533 -0.020 -0.005 -0.006
H -0.39828 2.38494 1.34008 -0.032 0.001 -0.006
H 1.02600 -0.85784 3.73601 -0.024 0.003 -0.002
H 2.91746 0.54664 4.50665 -0.002 0.006 0.018
```
Positions in Å, forces in eV/Å.

Properties
Multiplicity: 4
ΔE to the lowest compared entry with this formula, charge and spin (eV): 0.000
HOMO energy (alpha / beta) (eV): -7.032 / -7.040
LUMO (alpha / beta) (eV): -0.8 / -0.8
Expectation value of S²: 3.8431

---

[3]
DFT (ωB97M-V/def2-TZVPD) results for a single C7H13N molecule at a distorted geometry.

The geometry in XYZ format:
```
21
Properties=species:S:1:pos:R:3:forces:R:3
C 0.96150 -0.71731 2.00532 0.010 -0.761 0.193
C -0.33838 -0.19108 1.40380 0.055 0.808 0.978
C -0.26876 0.23694 -0.04075 0.993 -0.384 -0.177
C -0.19759 -0.69314 -1.04122 -4.463 -1.392 3.123
C -0.92775 -0.42220 -2.32148 2.597 0.826 0.014
C -0.11742 2.47923 -1.29236 -0.533 0.852 -0.036
C -0.16931 1.69708 -0.22036 -0.503 -0.594 0.298
N 1.41882 -2.02367 1.53093 0.194 0.216 0.196
H 0.84904 -0.87539 3.07688 -0.160 0.382 0.182
H 1.76253 0.00259 1.87191 0.123 0.161 -0.111
H -0.65851 0.68038 1.99585 0.542 0.245 -0.175
H -1.18488 -0.81327 1.69102 0.061 -0.843 -0.735
H -0.22832 -1.72939 -0.71413 0.506 -0.156 0.085
H -0.91976 -1.23671 -3.04225 0.432 0.394 -0.027
H 0.02745 0.20584 -2.17915 -0.575 0.801 -3.673
H -1.82886 0.19660 -2.36023 0.358 -0.172 0.548
H -0.24081 2.22902 -2.33213 0.033 -0.340 -0.004
H -0.10019 3.54183 -1.08077 0.360 0.071 -0.183
H -0.12158 2.21275 0.73616 0.052 0.037 -0.094
H 0.74149 -2.72618 1.77662 -0.162 -0.239 0.013
H 1.54126 -2.05393 0.53632 0.078 0.088 -0.415
```
Positions in Å, forces in eV/Å.

Properties
Multiplicity: 1
ΔE to the lowest compared entry with this formula, charge and spin (eV): 3.948
Structure (SMILES): C=C/C(=C\C)CCN
HOMO energy (eV): -7.852
LUMO (eV): 0.5

---

[4]
DFT (ωB97M-V/def2-TZVPD) results for a 17-piece molecular cluster, C3H40N2O16 overall at a distorted geometry.

The geometry in XYZ format:
```
61
Properties=species:S:1:pos:R:3:forces:R:3
C -1.73751 -0.09127 -2.01870 -1.573 0.594 -1.113
C -1.46246 0.73327 -0.79428 0.759 -0.858 0.351
C -2.16854 1.82315 -0.45244 -0.186 -0.901 -0.834
N -1.96976 2.57218 0.73018 0.716 -0.224 -0.296
N -0.50477 0.13183 0.06655 -0.016 0.444 0.568
H -1.61509 0.48720 -2.95418 0.160 -0.209 0.439
H -1.21634 -1.03504 -2.16851 0.420 0.190 0.531
H -2.80388 -0.35041 -1.99139 0.097 -0.117 -0.125
H -3.00553 2.02955 -1.11873 0.251 0.531 0.226
H -1.61579 1.94098 1.44894 -0.247 0.312 0.338
H -2.78939 3.06680 1.04605 0.002 -0.123 0.008
H -0.06216 -0.72818 -0.23009 -0.110 0.133 -0.450
H 0.18495 0.75992 0.45117 -0.103 0.061 0.081
H -3.17484 -2.44796 0.31826 -0.165 0.219 0.663
H -4.52987 -2.02244 0.94566 0.260 0.023 -0.122
O -3.65747 -1.68338 0.70364 -0.337 0.197 -0.217
H -0.61467 0.18373 2.86235 0.172 0.984 0.842
H -1.32807 1.10789 3.89404 -0.029 0.119 -0.095
O -0.57940 1.11099 3.28798 -0.043 -0.493 -0.548
H 2.29728 0.47167 0.46879 0.170 -0.368 -0.411
H 2.61714 0.69478 1.92981 0.070 -0.058 -0.199
O 2.79000 0.06991 1.19440 -0.142 0.394 0.753
H 2.05565 -1.01408 -3.96567 0.388 0.610 0.401
H 1.75219 -1.34792 -2.39777 0.637 0.701 -0.301
O 1.60160 -1.55501 -3.32848 -0.899 -0.877 -0.193
H -3.55740 -0.06314 2.00274 -0.793 0.294 -0.949
H -4.33331 1.33384 2.56451 -0.428 -0.318 -1.087
O -3.71696 0.61841 2.65862 1.243 -0.142 1.971
H -1.08605 -1.37129 1.78365 -0.486 0.154 0.296
H 0.24335 -1.64524 2.28100 0.225 -0.162 0.546
O -0.61730 -1.37763 2.64056 0.178 -0.581 -1.103
H 1.39346 1.42160 -2.95739 -0.428 0.377 0.090
H 1.51631 2.01643 -1.49148 -0.176 0.007 -0.450
O 1.90846 1.41313 -2.14630 0.708 -0.516 0.374
H -2.15060 -3.83145 1.85186 0.655 0.285 -0.097
H -1.18670 -3.47178 0.57211 -0.028 -0.415 1.071
O -2.05916 -3.79138 0.89645 -0.321 -0.228 -1.002
H -0.08880 4.99048 -1.56616 -0.457 0.207 -0.378
H 1.22847 4.37673 -1.57457 -0.075 -0.314 -0.670
O 0.48979 4.54337 -2.19484 0.533 0.586 1.152
H 0.91497 -3.24763 -3.00716 0.105 -0.061 0.168
H 2.09457 -3.73984 -2.21992 0.176 0.017 0.049
O 1.15062 -3.89558 -2.32018 -0.208 -0.504 -0.297
H 3.28585 -3.10464 2.33632 -0.072 0.272 0.053
H 2.72792 -1.65337 1.98159 0.131 -0.001 0.177
O 2.60207 -2.61244 1.86823 -0.110 -0.095 0.241
H 4.02328 -1.26433 -0.63054 0.099 0.253 -0.686
H 3.18568 -1.99734 0.30447 -0.367 -0.420 -0.987
O 3.27923 -1.87303 -0.66863 0.358 -0.033 0.748
H 2.25189 2.87559 3.07452 -0.428 -0.106 0.047
H 0.86154 2.05280 2.92442 0.215 -0.019 0.335
O 1.77594 2.19732 2.58177 0.192 -0.038 -0.201
H 0.08901 3.41352 -3.93110 0.066 0.091 -0.052
H -0.46575 2.63331 -2.79711 -0.094 -0.061 -0.120
O -0.28747 2.54981 -3.74414 -0.181 -0.427 -0.126
H 0.55698 -3.56742 -0.77572 -0.041 0.569 0.335
H 1.39121 -3.07088 0.40143 0.146 0.016 0.481
O 0.48222 -3.08893 0.09671 -0.431 -0.246 -0.742
H 0.09238 3.08043 -0.00003 -0.057 -0.397 0.858
H 1.48968 2.55196 0.69458 -0.679 0.313 0.807
O 1.05768 3.00737 -0.03479 0.583 0.355 -1.148
```
Positions in Å, forces in eV/Å.

Properties
Multiplicity: 1
ΔE to the lowest compared entry with this formula, charge and spin (eV): 0.000
HOMO energy (eV): -7.360
LUMO (eV): 0.1

---

[5]
DFT (ωB97M-V/def2-TZVPD) results for C5H8N2O as an isolated structure at a distorted geometry.

The geometry in XYZ format:
```
16
Properties=species:S:1:pos:R:3:forces:R:3
C -1.78427 1.20446 -0.05744 6.498 1.908 1.467
C 0.40516 0.84819 -0.27085 -2.953 -0.143 -2.825
C 1.85194 0.48808 -0.11835 1.739 -1.634 -2.845
C 1.24955 -0.92965 -0.00645 -1.321 -3.231 3.431
C -0.08752 -0.20238 0.56965 2.078 0.513 4.233
H -2.54784 -1.74812 -0.21276 -1.447 -0.135 1.327
H -2.78424 1.60464 -0.05236 -0.028 0.104 -0.112
H 0.05061 0.12911 -1.22711 1.093 3.060 0.825
H 2.29018 0.81717 0.86572 0.018 -0.345 -1.384
H 2.53158 0.31802 -1.14418 -1.229 1.855 2.966
H 1.02908 -1.65368 -0.84593 0.568 1.456 0.484
H 1.66581 -1.54056 0.83864 0.007 0.346 -0.921
H 0.03040 0.06567 1.71393 0.540 -0.674 -1.780
N -1.51946 -0.15558 0.43688 -1.066 0.329 -0.345
N -0.57632 1.96418 -0.09292 -5.032 -2.690 -1.422
O -1.80465 -1.20954 -0.39648 0.535 -0.720 -3.100
```
Positions in Å, forces in eV/Å.

Properties
Multiplicity: 1
ΔE to the lowest compared entry with this formula, charge and spin (eV): 7.892
HOMO energy (eV): -8.595
LUMO (eV): 0.3

---

What is the multiplicity in the third record?
1